*1*
The following is a quantum chemistry calculation of C36H44AsN4O9P2STi as an isolated structure, from OMol25.

Positions of all 98 atoms, in Å:
Ti1 0.7944 -0.4027 1.6227
O1 3.1375 -2.8916 0.8181
As1 2.2970 -3.2102 2.3342
O2 2.1181 -4.8164 2.4747
O3 0.8837 -2.2598 2.2467
C1 3.3642 -2.4900 3.7819
C2 3.8552 -3.4773 4.6253
C3 4.6208 -3.1427 5.7367
C4 4.9023 -1.8178 6.0148
C5 4.4063 -0.8164 5.1896
C6 3.6422 -1.1542 4.0860
S1 2.9426 0.1796 3.1611
O4 3.7087 1.3676 3.3892
O5 2.9201 -0.2931 1.7458
O6 1.5133 0.2539 3.5533
H1 3.0970 -3.7397 0.3521
H2 3.6248 -4.5104 4.3964
H3 4.9965 -3.9266 6.3819
H4 5.5055 -1.5540 6.8737
H5 4.6103 0.2262 5.3929
C7 0.1058 3.5836 -2.8905
P1 -0.4963 4.1062 -1.2243
C8 0.0961 5.8499 -1.2994
C9 -2.2927 4.3057 -1.5924
C10 -2.8858 5.5663 -1.6961
C11 -4.2371 5.7054 -1.9710
C12 -5.0236 4.5771 -2.1575
C13 -4.4475 3.3231 -2.0407
C14 -3.0944 3.1637 -1.7429
P2 -2.3513 1.4758 -1.5430
C15 -3.0003 0.6640 -3.0691
C16 -3.5242 0.7669 -0.3143
H6 -0.3868 4.1445 -3.6870
H7 -0.0697 2.5184 -3.0418
H8 1.1825 3.7622 -2.9440
H9 -0.1745 6.3659 -2.2235
H10 1.1853 5.8191 -1.2297
H11 -0.2702 6.4249 -0.4475
H12 -2.2932 6.4616 -1.5626
H13 -4.6713 6.6947 -2.0445
H14 -6.0776 4.6723 -2.3872
H15 -5.0712 2.4481 -2.1847
H16 -4.0857 0.5445 -3.0585
H17 -2.5490 -0.3261 -3.1705
H18 -2.7202 1.2559 -3.9415
H19 -4.5557 1.0513 -0.5246
H20 -3.2590 1.0878 0.6930
H21 -3.4580 -0.3223 -0.3517
C17 4.0198 2.3783 0.0027
N1 2.5761 2.2126 -0.1680
C18 2.1980 1.2137 -1.1679
C19 1.7189 2.3804 0.8710
O7 0.7929 1.5303 1.0453
N2 1.7834 3.4598 1.6539
C20 0.9963 3.5342 2.8765
C21 2.6602 4.5866 1.4041
H22 4.5005 1.4271 -0.2297
H23 4.2645 2.6120 1.0340
H24 4.4206 3.1480 -0.6593
H25 2.4597 0.2016 -0.8468
H26 2.7419 1.4369 -2.0851
H27 1.1287 1.2550 -1.3593
H28 0.3797 2.6510 2.9761
H29 0.3566 4.4174 2.8352
H30 1.6606 3.6058 3.7395
H31 2.8536 4.6845 0.3384
H32 3.6047 4.4996 1.9443
H33 2.1518 5.4888 1.7439
O8 -1.3013 -0.6339 1.8506
C22 -1.2066 -1.2946 0.7863
N3 -1.8577 -2.4356 0.4671
C23 -1.2844 -2.9835 -0.7674
C24 -0.2305 -1.8865 -1.1022
O9 0.4856 -1.8836 -2.0736
N4 -0.2912 -0.9042 -0.1403
C25 -2.3188 -3.0610 -1.8892
C26 -1.9000 -3.3375 -3.1893
C27 -2.8239 -3.4062 -4.2193
C28 -4.1765 -3.2141 -3.9644
C29 -4.5978 -2.9551 -2.6706
C30 -3.6723 -2.8779 -1.6362
C31 -0.6538 -4.3511 -0.5145
C32 -1.4157 -5.3164 0.1389
C33 -0.8991 -6.5769 0.3861
C34 0.3840 -6.8956 -0.0345
C35 1.1372 -5.9481 -0.7056
C36 0.6246 -4.6795 -0.9484
H34 -2.1143 -3.0426 1.2311
H35 -0.8470 -3.4813 -3.3915
H36 -2.4862 -3.6124 -5.2273
H37 -4.8958 -3.2698 -4.7716
H38 -5.6497 -2.8079 -2.4591
H39 -4.0087 -2.6611 -0.6309
H40 -2.4303 -5.0914 0.4531
H41 -1.5004 -7.3118 0.9059
H42 0.7920 -7.8784 0.1610
H43 2.1383 -6.1921 -1.0400
H44 1.2164 -3.9483 -1.4821

The spin multiplicity is 2. Its LUMO energy (spin up / spin down) is 0.4 / 0.4 eV. The charge is 0. The orbital gap (spin up / spin down) is 8.3 / 8.3 eV. The value obtained for the HOMO energy (spin up / spin down) is -0.2907 / -0.2907 Eh.

=====

*2*
The following is a quantum chemistry calculation of C36H44AsN4O9P2STi as an isolated structure, from OMol25.

Positions of all 98 atoms, in Å:
Ti1 1.0619 -1.1815 0.2277
O1 2.0113 -1.7735 -2.9368
As1 1.3712 -3.2705 -2.2430
O2 0.5228 -4.0122 -3.4167
O3 0.5278 -2.7950 -0.8560
C1 2.8860 -4.3000 -1.6369
C2 3.1463 -5.4347 -2.3933
C3 4.1855 -6.2906 -2.0450
C4 4.9621 -6.0186 -0.9329
C5 4.7075 -4.8873 -0.1662
C6 3.6745 -4.0362 -0.5160
S1 3.4063 -2.6137 0.5179
O4 4.5803 -2.4174 1.3031
O5 3.0501 -1.5183 -0.4342
O6 2.1457 -2.8496 1.2581
H1 2.0833 -1.9434 -3.8855
H2 2.5189 -5.6471 -3.2507
H3 4.3806 -7.1678 -2.6474
H4 5.7713 -6.6805 -0.6550
H5 5.3141 -4.6523 0.6972
C7 1.1523 3.2022 1.8765
P1 0.0229 2.4971 0.6179
C8 0.8857 3.1694 -0.8671
C9 -1.4373 3.6138 0.7650
C10 -1.5493 4.4880 1.8490
C11 -2.6841 5.2584 2.0473
C12 -3.7408 5.1769 1.1555
C13 -3.6483 4.3114 0.0785
C14 -2.5207 3.5184 -0.1259
P2 -2.4437 2.3604 -1.5538
C15 -2.5019 3.5888 -2.9311
C16 -4.1629 1.7134 -1.6242
H6 1.2857 4.2818 1.7759
H7 2.1199 2.7123 1.7516
H8 0.8070 2.9771 2.8831
H9 1.0468 4.2472 -0.7986
H10 0.3308 2.9406 -1.7765
H11 1.8569 2.6742 -0.9375
H12 -0.7415 4.5732 2.5620
H13 -2.7380 5.9212 2.9017
H14 -4.6308 5.7758 1.2987
H15 -4.4786 4.2514 -0.6146
H16 -3.4589 4.1129 -2.9751
H17 -2.3263 3.0968 -3.8891
H18 -1.7139 4.3270 -2.7804
H19 -4.2393 1.0504 -2.4887
H20 -4.3637 1.1182 -0.7324
H21 -4.9312 2.4820 -1.7201
C17 -0.2081 0.2149 -3.7149
N1 -1.2290 -0.5860 -3.0610
C18 -2.3382 -0.9886 -3.9059
C19 -1.1847 -0.8323 -1.7493
O7 -0.2691 -0.3046 -1.0463
N2 -2.1818 -1.5723 -1.1876
C20 -2.3497 -1.4552 0.2556
C21 -2.4501 -2.9212 -1.6931
H22 0.1809 -0.3228 -4.5800
H23 0.6024 0.4238 -3.0292
H24 -0.6565 1.1535 -4.0509
H25 -2.5076 -0.2008 -4.6407
H26 -3.2382 -1.1131 -3.3081
H27 -2.1183 -1.9166 -4.4363
H28 -2.1296 -0.4434 0.5874
H29 -1.7093 -2.1532 0.8029
H30 -3.3850 -1.6919 0.5006
H31 -2.0141 -3.0728 -2.6766
H32 -3.5259 -3.1003 -1.7310
H33 -1.9808 -3.6461 -1.0253
O8 -1.8601 -1.0489 3.3180
C22 -0.7119 -0.6840 3.2946
N3 -0.0359 -0.0701 4.3465
C23 1.4163 -0.1064 4.1240
C24 1.3613 -0.3374 2.6084
O9 2.2337 -0.1176 1.7337
N4 0.1686 -0.7423 2.2075
C25 2.1326 1.1821 4.4706
C26 1.5065 2.1916 5.1876
C27 2.1982 3.3501 5.5165
C28 3.5183 3.5054 5.1240
C29 4.1477 2.4942 4.4096
C30 3.4629 1.3332 4.0905
C31 2.0139 -1.2815 4.9082
C32 2.0915 -2.5648 4.3847
C33 2.5457 -3.6141 5.1726
C34 2.9136 -3.3971 6.4902
C35 2.8293 -2.1177 7.0208
C36 2.3875 -1.0667 6.2342
H34 -0.3883 -0.2806 5.2688
H35 0.4683 2.0821 5.4741
H36 1.7010 4.1323 6.0754
H37 4.0574 4.4092 5.3764
H38 5.1786 2.6093 4.1013
H39 3.9571 0.5455 3.5354
H40 1.8154 -2.7619 3.3604
H41 2.6109 -4.6058 4.7439
H42 3.2672 -4.2177 7.1007
H43 3.1168 -1.9332 8.0478
H44 2.3476 -0.0686 6.6524

The spin multiplicity is 2. Its LUMO energy (spin up / spin down) is 0.1 / 0.4 eV. The charge is 0. The orbital gap (spin up / spin down) is 8.2 / 8.5 eV. The value obtained for the HOMO energy (spin up / spin down) is -0.2967 / -0.2968 Eh.

=====

Ranked by calculated energy, most stable first: *1*, *2*.

=====

*1*
The following is a quantum chemistry calculation of a 7-piece molecular cluster, C13H40N8O7 overall, from OMol25.

Positions of all 68 atoms, in Å:
N1 4.1381 -0.9506 -4.0897
C1 4.3318 0.3655 -4.1813
N2 3.7504 1.0124 -3.2178
O1 4.8785 0.8383 -5.1884
H1 4.7579 -1.4984 -4.6691
H2 3.6346 -1.2749 -3.2764
H3 3.9177 1.9895 -3.4110
H4 3.3519 0.6361 -2.3695
N3 -3.1248 0.3002 -2.4538
C2 -2.5564 -0.8850 -2.2254
N4 -2.7049 -1.2224 -0.9775
O2 -1.9757 -1.5743 -3.0189
H5 -3.5621 0.7570 -1.6663
H6 -3.0537 0.7721 -3.3439
H7 -2.4090 -2.0958 -0.5656
H8 -3.2176 -0.5865 -0.3836
N5 0.1577 -4.1890 -1.5857
C3 0.9407 -4.7139 -2.4640
N6 1.8061 -3.9278 -3.0174
O3 0.8720 -5.8828 -2.7003
H9 0.3796 -3.3299 -1.1033
H10 -0.4448 -4.8561 -1.1254
H11 1.8219 -2.9478 -2.7734
H12 2.2515 -4.2622 -3.8599
N7 1.6002 -0.0806 3.9805
C4 2.5394 0.7559 4.2167
N8 1.9987 1.9435 4.3278
O4 3.6712 0.5461 4.5291
H13 1.8280 -1.0645 3.9780
H14 0.7376 0.3379 4.2982
H15 1.0714 2.1926 4.0146
H16 2.6660 2.6658 4.5583
C5 -2.8424 4.0458 0.2950
C6 -1.5295 3.5956 -0.2201
C7 -1.4276 3.9286 -1.7100
O5 -0.4421 4.2406 0.4479
H17 -3.2507 3.4009 1.0731
H18 -3.5651 4.0271 -0.5208
H19 -2.6943 5.0665 0.6474
H20 -1.3430 2.5258 -0.1264
H21 -0.4095 3.6578 -1.9897
H22 -1.4987 4.9719 -2.0176
H23 -2.1056 3.2599 -2.2403
H24 -0.5213 3.9237 1.3507
C8 -1.4105 -0.0059 3.1309
C9 -2.6547 -0.8153 2.8897
C10 -2.4214 -2.2650 3.3969
O6 -3.8628 -0.3485 3.3564
H25 -0.4992 -0.4672 2.7502
H26 -1.2486 0.0028 4.2088
H27 -1.4669 1.0343 2.8100
H28 -2.7082 -0.8430 1.8013
H29 -1.4391 -2.5448 3.0163
H30 -3.1938 -2.9278 3.0069
H31 -2.4157 -2.2902 4.4866
H32 -3.7835 0.5925 3.5294
C11 1.4987 -1.4013 0.5961
C12 0.8476 -0.6460 -0.5219
C13 1.4844 0.7814 -0.5440
O7 0.9785 -1.3264 -1.7385
H33 1.2613 -0.9434 1.5564
H34 2.5825 -1.3144 0.5184
H35 1.2065 -2.4494 0.6595
H36 -0.1992 -0.5373 -0.2384
H37 2.5733 0.7502 -0.5068
H38 1.1057 1.5284 0.1536
H39 1.2337 1.4021 -1.4043
H40 0.1074 -1.3810 -2.1382

The spin multiplicity is 1. Its LUMO energy is -0.5 eV. The charge is 0. The orbital gap is 8.8 eV. The value obtained for the HOMO energy is -0.3426 Eh. As for the structure (SMILES): NC(N)=O.NC(N)=O.NC(N)=O.NC(N)=O.CC(C)O.CC(C)O.CC(C)O.

=====

*2*
The following is a quantum chemistry calculation of a 7-piece molecular cluster, C13H40N8O7 overall, from OMol25.

Positions of all 68 atoms, in Å:
N1 3.4886 0.1329 0.6397
C1 3.8570 0.7787 -0.5548
N2 2.8453 1.0867 -1.3981
O1 5.0141 1.2098 -0.7787
H1 2.6422 -0.4681 0.7159
H2 4.3474 -0.1140 1.1308
H3 1.8914 0.7622 -1.0940
H4 2.9548 1.8269 -2.0682
N3 1.6498 2.7128 -4.0943
C2 0.6579 3.6051 -3.9151
N4 1.0778 4.9182 -4.0128
O2 -0.5015 3.2397 -3.8367
H5 2.5268 3.1260 -4.3285
H6 1.4492 1.8427 -4.5341
H7 0.2978 5.5426 -3.9466
H8 2.0598 5.1582 -3.9528
N5 4.1656 4.7498 -1.5907
C3 4.4155 4.2529 -2.8276
N6 5.0935 3.0482 -2.7152
O3 4.0407 4.8282 -3.8149
H9 4.3507 4.1715 -0.7700
H10 3.4618 5.4647 -1.7624
H11 5.4673 2.5717 -3.5507
H12 5.0946 2.4227 -1.8912
N7 -1.5717 -1.0535 0.4774
C4 -0.6935 -0.2478 -0.1949
N8 -1.2781 1.0225 -0.5388
O4 0.5035 -0.4892 -0.4138
H13 -1.1761 -1.8958 0.8359
H14 -2.5357 -0.7653 0.5958
H15 -0.7757 1.4090 -1.3310
H16 -2.3238 1.1656 -0.5979
C5 -5.6642 -2.3148 -0.6055
C6 -5.2700 -0.8496 -0.6796
C7 -6.3930 0.1104 -0.9886
O5 -4.6845 -0.4090 0.5120
H17 -6.6119 -2.4637 -0.1263
H18 -4.8724 -2.8751 -0.1374
H19 -5.7139 -2.7551 -1.5981
H20 -4.5170 -0.6263 -1.4753
H21 -6.0281 1.1713 -1.0418
H22 -7.1259 0.0508 -0.1554
H23 -6.9896 -0.2382 -1.8801
H24 -5.4001 -0.2160 1.1062
C8 0.8883 -3.7911 -0.1915
C9 0.5998 -4.1152 1.2885
C10 1.7861 -4.1970 2.2685
O6 -0.3819 -3.1410 1.7367
H25 1.5452 -2.9171 -0.3824
H26 -0.0524 -3.6928 -0.7217
H27 1.4358 -4.6657 -0.5985
H28 0.1003 -5.0361 1.4099
H29 1.4487 -4.1187 3.2812
H30 2.4960 -3.3611 2.2058
H31 2.3447 -5.0987 2.2143
H32 -0.2779 -3.0404 2.7125
C11 0.5134 -0.2208 3.1684
C12 -0.2878 -0.8066 4.3118
C13 -1.7454 -0.3669 4.3452
O7 -0.2901 -2.2461 4.4251
H33 1.5544 -0.3796 3.3404
H34 0.3536 0.8402 3.1465
H35 0.2728 -0.5753 2.1657
H36 0.1262 -0.4733 5.2349
H37 -2.3860 -0.8853 3.5932
H38 -1.7904 0.7479 4.1742
H39 -2.0832 -0.5405 5.3949
H40 0.6037 -2.5189 4.6647

The spin multiplicity is 1. Its LUMO energy is 0.5 eV. The charge is 0. The orbital gap is 10.1 eV. The value obtained for the HOMO energy is -0.3544 Eh. As for the structure (SMILES): NC(N)=O.NC(N)=O.NC(N)=O.NC(N)=O.CC(C)O.CC(C)O.CC(C)O.

=====

Ranked by calculated energy, most stable first: *2*, *1*.